Density functional theory data (ωB97M-V/def2-TZVPD) for a molecular structure, C26H48AsCuN8O3P2SeSi2.

HOMO-LUMO gap (spin up / spin down)	6.44 / 6.45	eV
total charge	+1
relative energy (zero: lowest compared OMol25 entry of this formula, charge and spin)	3.4	kcal/mol
spin multiplicity	2

Each line ends with the Löwdin spin population.
CARTESIAN COORDINATES (ANGSTROEM)
Cu (-0.08, 0.04, -0.28)  0.387
N (2.01, -0.61, -0.30)  -0.001
C (2.20, 4.14, -1.00)  -0.001
H (-5.08, -1.95, 2.17)  0.000
H (0.22, -0.61, -6.46)  0.001
H (-1.47, -4.18, -0.02)  0.000
C (-3.43, -0.24, 1.05)  0.000
H (-1.66, -3.44, 4.11)  0.000
N (1.41, -0.55, 3.41)  0.000
C (-1.36, -4.17, 3.37)  0.000
C (-1.48, 2.97, -4.06)  0.000
C (4.19, 0.34, -0.57)  0.000
H (-1.38, -1.04, -5.84)  0.001
C (-4.07, -2.03, 2.58)  0.000
C (4.76, -0.92, -0.42)  0.001
H (1.82, -2.32, -4.38)  0.000
H (0.26, 5.06, -1.02)  0.000
As (-1.45, -0.22, -2.39)  0.360
P (-1.57, -2.06, 1.65)  0.003
O (-0.80, -1.72, 0.42)  0.024
H (-2.82, 2.82, -0.98)  0.000
C (1.61, 0.79, -3.93)  0.006
C (-0.54, -0.35, -5.73)  0.012
H (-1.80, 2.13, 3.34)  0.000
C (2.80, 0.45, -0.51)  0.001
C (-3.80, 1.05, -4.43)  0.021
N (5.11, 3.85, -1.14)  0.000
C (4.98, 1.55, -0.79)  0.000
Si (0.21, -0.45, -4.02)  0.049
H (1.87, -2.63, -0.03)  0.000
Se (6.79, 3.24, -1.10)  0.000
C (0.16, 2.94, -0.75)  0.005
H (1.07, -2.54, 4.02)  0.000
H (-4.39, 1.88, -4.83)  0.003
H (-4.43, -0.25, 0.62)  0.000
C (-3.46, 2.49, -1.79)  0.002
C (-1.23, -4.60, 0.95)  0.000
C (2.52, 0.38, 3.21)  0.000
C (1.77, -1.97, 3.42)  0.000
H (-0.90, 0.66, -5.96)  0.000
H (2.33, 0.52, -3.15)  0.000
H (-4.01, -1.44, 3.49)  0.000
H (2.16, 1.41, 3.26)  0.000
H (-3.34, 0.52, -5.26)  0.001
H (-0.32, -4.45, 3.55)  0.000
H (3.26, 0.24, 4.00)  0.000
H (-1.33, -0.56, 5.94)  0.000
H (-0.17, -4.86, 0.96)  0.000
C (2.13, 1.77, -0.67)  0.004
H (3.00, 0.23, 2.24)  0.000
H (-0.49, 0.89, 6.51)  0.000
H (-2.73, 0.03, 0.26)  0.001
H (-1.81, -5.51, 1.10)  0.000
H (-0.72, 3.39, -3.40)  0.000
C (2.56, -1.80, -0.17)  0.001
C (0.82, 4.14, -0.93)  0.002
C (-1.79, 1.65, 4.32)  0.000
H (-0.96, 2.54, -4.92)  0.000
H (-2.73, 1.11, 4.47)  0.000
H (1.20, -2.31, -2.72)  0.000
H (-1.98, -5.06, 3.49)  0.000
H (0.19, -2.92, -4.03)  0.001
H (-1.71, 2.43, 5.08)  0.000
H (2.77, 5.04, -1.15)  0.000
H (4.34, -3.01, -0.11)  0.000
O (-0.93, -1.38, 2.97)  0.000
C (0.93, -2.16, -3.77)  0.001
C (4.33, 2.83, -0.93)  0.000
H (2.76, -2.06, 3.87)  0.000
Si (-2.54, 1.69, -3.21)  0.047
H (-4.01, 3.36, -2.15)  0.000
H (5.84, -1.02, -0.47)  0.000
H (1.81, -2.40, 2.41)  0.000
H (-3.90, -3.08, 2.81)  0.000
N (0.79, 1.78, -0.63)  0.056
C (-0.50, 0.12, 5.73)  0.000
H (-4.48, 0.35, -3.93)  0.001
N (-0.64, 0.76, 4.43)  0.000
H (-2.10, 3.78, -4.43)  0.000
N (-1.54, -3.65, 2.02)  0.002
P (-0.09, 0.00, 3.09)  0.000
H (-3.39, 0.52, 1.84)  0.000
H (-4.19, 1.79, -1.38)  0.000
H (2.15, 0.81, -4.88)  0.001
N (-3.13, -1.57, 1.56)  0.000
N (6.29, 1.55, -0.88)  0.000
C (3.94, -2.01, -0.22)  0.000
H (0.44, -0.43, 5.79)  0.000
H (-0.92, 2.89, -0.70)  0.000
H (1.25, 1.81, -3.72)  0.000
O (-0.25, 0.86, 1.89)  0.004
C (2.87, 2.92, -0.86)  0.002